Molecular formula: C44H55BaCl3N7O4P2S
Method: DFT, the ωB97M-V functional and the def2-TZVPD basis

```
117
Properties=species:S:1:pos:R:3:forces:R:3:mulliken_charge:R:1
Ba -0.9690 -1.2332 0.0338 2.8 -0.7 -2.3 0.9303
N -4.2968 0.4848 -1.1158 -0.2 0.0 -0.3 -0.4820
C -3.9713 1.3166 0.0264 0.0 0.3 0.0 -0.3387
C -2.5459 1.0138 0.4392 0.0 -0.2 0.6 0.0365
O -1.6425 1.2628 -0.4286 -0.4 0.5 0.1 0.2452
N -2.1957 0.4287 1.5657 -0.8 0.0 0.3 -0.7413
C -3.0822 -0.4555 2.3446 0.1 0.2 -0.1 0.2192
C -2.6423 -1.8811 1.8725 -0.5 0.5 0.3 -0.7200
O -1.6068 -2.3722 2.3639 -0.1 -0.2 0.8 -0.3987
O -3.0941 -2.2233 0.7481 -1.1 -0.4 0.3 -0.6041
H -5.1595 0.7708 -1.5627 0.0 -0.1 0.0 0.3221
H -3.5526 0.5269 -1.8062 0.0 0.0 0.1 -0.2171
H -3.9896 2.4071 -0.1755 -0.1 -0.1 0.0 0.0746
H -4.6722 1.1162 0.8353 0.0 0.0 0.0 0.5720
H -2.8585 -0.3347 3.4068 -0.1 0.0 0.0 0.1449
H -4.1507 -0.3149 2.1546 0.0 0.0 0.0 0.4862
C 2.1045 -3.9926 1.9096 0.1 -0.2 -0.1 -1.7406
P 2.2286 -2.2025 1.5960 -0.3 0.3 0.1 1.4693
C 2.8938 -1.6887 3.2764 -0.1 0.0 -0.2 -0.4702
N 3.9429 -2.3335 3.7053 0.2 -0.1 0.2 -0.0716
C 4.4696 -1.9952 4.9143 0.1 -0.2 -0.2 -0.0025
C 5.6216 -2.6666 5.3892 0.0 0.0 0.0 -0.4855
C 6.1572 -2.3230 6.5961 0.0 0.0 0.0 -0.5291
C 5.5665 -1.3011 7.3787 0.0 0.0 0.0 -0.5237
C 4.4516 -0.6484 6.9395 0.0 0.0 -0.1 -0.4274
C 3.8839 -0.9931 5.6895 -0.2 0.3 0.1 0.1673
N 2.7444 -0.3721 5.2708 0.3 -0.1 0.2 -0.1533
C 2.2501 -0.6933 4.1060 -0.2 0.1 0.0 -0.2096
P 0.5714 0.0009 3.6587 0.1 -0.6 -0.6 1.6074
C -0.2714 -0.5676 5.1813 -0.1 0.2 0.2 -1.7725
C 0.7477 1.8296 3.8640 0.0 0.3 0.0 2.0147
C 1.5022 2.3190 2.6297 0.2 0.0 -0.1 -1.9415
C -0.6903 2.3639 3.7795 0.1 0.1 0.1 -1.8095
C 1.4306 2.3514 5.1218 -0.1 0.1 0.1 -1.9734
C 3.6990 -2.0254 0.4689 0.1 0.0 -0.1 2.1796
C 5.0905 -2.3521 1.0093 0.0 0.0 -0.1 -2.1060
C 3.6900 -0.5708 -0.0082 0.0 0.1 -0.1 -1.9051
C 3.4174 -2.9415 -0.7275 -0.1 -0.1 -0.1 -2.1163
H 3.0224 -4.4218 2.3143 0.0 0.0 0.0 0.3595
H 1.8437 -4.4843 0.9720 0.0 0.0 0.0 0.3856
H 1.2807 -4.1640 2.6020 0.0 0.0 0.1 0.4314
H 6.0438 -3.4429 4.7657 0.0 0.0 0.0 0.4609
H 7.0375 -2.8298 6.9677 0.0 0.0 0.0 0.3807
H 6.0068 -1.0452 8.3340 0.0 0.0 0.0 0.3760
H 3.9636 0.1274 7.5118 0.0 0.1 0.1 0.4555
H 0.3092 -0.3975 6.0881 0.0 0.0 0.0 0.3965
H -0.4943 -1.6278 5.0722 0.0 -0.1 -0.1 0.3654
H -1.2257 -0.0490 5.2586 -0.1 0.0 0.0 0.4160
H 0.9990 2.0249 1.7078 -0.1 0.0 0.0 0.3672
H 2.5226 1.9266 2.6021 0.0 0.0 0.0 0.2989
H 1.5744 3.4110 2.6428 0.0 0.0 0.0 0.4517
H -1.2262 1.9448 2.9238 0.0 0.0 0.1 0.1465
H -0.6570 3.4532 3.6785 0.0 0.0 0.0 0.4882
H -1.2479 2.1442 4.6894 -0.1 0.0 0.1 0.3229
H 2.4879 2.1039 5.1448 0.1 0.0 0.0 0.3625
H 0.9801 1.9485 6.0274 0.0 -0.1 0.1 0.3157
H 1.3325 3.4410 5.1599 0.0 0.1 0.0 0.4982
H 5.4392 -1.6210 1.7343 0.0 0.1 0.1 0.3991
H 5.7858 -2.3484 0.1641 0.0 0.0 0.0 0.5434
H 5.1387 -3.3301 1.4818 -0.1 -0.1 0.0 0.2704
H 3.8050 0.1349 0.8178 0.0 0.0 0.1 0.2812
H 2.7687 -0.3180 -0.5394 0.0 -0.1 0.0 0.2642
H 4.5217 -0.4143 -0.7012 0.0 0.0 0.0 0.4975
H 3.6405 -3.9810 -0.4864 0.0 0.0 0.0 0.3212
H 4.0664 -2.6483 -1.5564 0.0 0.0 0.0 0.5619
H 2.3829 -2.9121 -1.0846 0.1 0.1 0.1 0.2281
C 1.3321 -1.9564 -3.4182 0.2 0.3 -0.1 -0.9349
C 0.7355 -3.2259 -2.9064 0.0 0.1 0.1 0.0622
C 0.7869 -4.4896 -3.4682 0.0 0.1 0.0 -0.9981
C 0.1420 -5.3497 -2.5462 0.0 0.0 0.0 -1.0143
C -0.2507 -4.5499 -1.4880 0.0 0.1 0.1 0.1281
C -1.0027 -4.9455 -0.2655 -0.1 -0.4 0.4 -1.1078
N 0.1043 -3.2480 -1.6935 0.1 -0.1 -0.1 1.1975
H 2.4125 -2.0340 -3.5841 0.0 -0.1 0.0 0.4251
H 1.1879 -1.1478 -2.6965 0.0 0.0 0.1 -0.1692
H 0.8913 -1.6049 -4.3574 -0.1 -0.1 0.0 0.3598
H 1.2437 -4.7574 -4.4098 0.0 0.0 -0.1 0.4596
H -0.0154 -6.4144 -2.6399 0.0 -0.1 0.0 0.4618
H -0.8826 -6.0168 -0.0744 0.0 0.0 0.0 0.3393
H -2.0740 -4.7421 -0.3184 -0.1 0.0 -0.1 0.2066
H -0.6569 -4.4323 0.6356 0.1 0.1 0.0 0.0363
Cl -7.4637 3.6387 -3.7475 0.1 0.0 0.0 -0.2477
C -5.8156 3.3627 -4.2420 -0.2 0.0 0.1 0.1153
C -4.8650 3.0416 -3.2894 0.0 0.0 -0.1 -1.9526
C -3.5553 2.8268 -3.6864 0.0 0.0 -0.1 1.1531
C -3.1797 2.9483 -5.0238 0.0 0.0 0.0 -0.7015
C -1.7440 2.7420 -5.4707 0.1 0.0 0.3 -0.9923
C -1.4728 1.2789 -5.8828 -0.1 0.0 0.0 -1.2089
N -1.8010 0.3162 -4.8434 0.3 0.1 0.2 0.5926
C -2.6608 -0.7656 -4.8467 -0.2 0.2 -0.1 -0.6142
C -2.5288 -1.3593 -3.6238 0.0 0.1 -0.4 -1.0072
N -1.5935 -0.6863 -2.8810 -0.3 -0.2 0.2 1.3125
C -1.1810 0.2865 -3.6393 0.1 0.2 0.2 -1.3710
O -0.8086 3.0635 -4.4551 0.0 -0.4 -0.2 -0.1191
C -0.6206 4.4253 -4.0834 -0.1 0.0 0.0 -1.4080
C -1.0847 4.6533 -2.6744 0.1 0.0 0.3 0.3534
C -0.5533 4.0422 -1.5671 0.4 -0.3 -0.5 0.8077
Cl 0.7833 2.9507 -1.5562 -0.2 0.2 -0.1 -0.0869
S -1.3443 4.4356 -0.1169 -0.1 0.0 0.1 -0.0954
C -2.4135 5.4716 -0.9528 -0.1 0.1 -0.1 -0.6867
C -2.1746 5.4835 -2.2933 0.0 0.0 0.1 -0.5782
C -4.1790 3.2480 -5.9419 0.1 0.0 -0.2 1.0206
Cl -3.7840 3.3414 -7.6475 -0.1 0.0 0.0 -0.2382
C -5.4978 3.4622 -5.5834 0.1 0.0 0.1 -0.7401
H -5.1359 2.9581 -2.2483 0.0 0.0 0.1 0.6366
H -2.8184 2.5643 -2.9392 0.1 0.0 0.0 1.0102
H -1.5567 3.3779 -6.3444 0.0 -0.1 0.0 0.9536
H -0.4130 1.1775 -6.1347 -0.1 0.1 0.0 0.2766
H -2.0487 1.0423 -6.7804 0.0 0.0 0.1 0.5057
H -3.2599 -0.9991 -5.7065 -0.1 0.0 -0.1 0.4966
H -3.0293 -2.2327 -3.2490 0.0 -0.1 0.0 0.4684
H -0.4374 1.0071 -3.3739 0.2 0.2 0.1 0.3634
H -1.1495 5.1049 -4.7617 0.0 -0.1 0.0 0.3876
H 0.4503 4.6264 -4.1830 0.0 0.0 0.1 0.4297
H -3.1822 6.0000 -0.4178 -0.1 0.0 0.0 0.4674
H -2.7639 6.0487 -2.9997 0.0 0.0 0.0 0.4180
H -6.2451 3.6966 -6.3252 0.0 0.0 0.0 0.4520
```
Forces are in eV/Å.

The calculation puts the frontier orbital gap at 0.18545 hartree. As for the charge: -1. Its energy above the lowest of the compared OMol25 structures with the same formula, charge and spin is 97.5 kJ/mol. The calculation puts the largest force on an atom at 3.69 eV Å⁻¹.